Molecular formula: C28H46BrN3O17S2
Method: DFT, ωB97M-V/def2-TZVPD

Geometry as XYZ:
```
97
Properties=species:S:1:pos:R:3:mulliken_charge:R:1
C 5.5707 -1.2955 -2.1038 -0.92
C 4.5120 -2.3261 -2.7881 -0.31
C 3.7644 -1.6678 -4.0894 -1.29
C 2.1887 -1.6630 -3.7076 0.39
C 1.3571 -2.9882 -3.8599 -0.31
Br 2.3605 -4.5394 -4.5795 -0.16
C -0.1880 -3.0422 -3.4520 0.34
C -0.9541 -4.4268 -3.6515 -0.61
O -1.7789 -4.8192 -2.4910 -0.12
N -0.8939 -4.9504 -1.4679 0.17
O -1.4593 -4.9034 -0.4177 -0.37
C -0.8616 -1.7359 -2.8902 0.06
C -2.3957 -1.8123 -2.4495 -0.41
C -3.1702 -0.4076 -2.4400 -0.62
C -4.6712 -0.7247 -1.8685 -0.57
S -5.9500 0.4754 -2.4836 -0.24
C 0.0500 -0.4653 -2.7903 0.54
N -0.3277 0.8350 -2.2798 -0.33
S 1.0052 1.9148 -2.3704 0.14
N 2.2713 0.9397 -3.0161 -0.58
C 1.5851 -0.3149 -3.1734 0.28
H 5.4884 -1.3895 -0.9529 0.19
H 6.6203 -1.6159 -2.4653 0.28
H 5.3279 -0.2008 -2.3468 0.30
H 4.9721 -3.3439 -3.0452 0.37
H 3.7210 -2.5320 -1.9652 0.28
H 3.9746 -2.2392 -5.0554 0.44
H 4.0450 -0.5610 -4.2149 0.44
H -1.5949 -4.3728 -4.6155 0.29
H -0.2428 -5.3247 -3.8269 0.39
H -2.9737 -2.4979 -3.1839 0.34
H -2.4264 -2.2385 -1.3812 0.22
H -2.7282 0.3438 -1.6787 0.23
H -3.2542 0.1066 -3.4565 0.39
H -4.5985 -0.5606 -0.7220 0.28
H -4.9319 -1.8283 -2.0088 0.36
H -7.1460 0.0037 -1.9121 0.15
C 2.8833 1.1037 2.2376 -0.62
O 4.1517 0.4982 1.9860 -0.23
C 5.0333 0.6235 2.9923 0.69
O 4.8367 1.1848 4.0427 -0.55
O 6.1743 0.0133 2.6238 -0.25
C 7.2098 0.0665 3.6035 -0.70
H 2.2538 0.9414 1.3615 0.22
H 2.3989 0.6405 3.0999 0.30
H 2.9933 2.1801 2.3876 0.30
H 6.8992 -0.4393 4.5206 0.34
H 7.4935 1.1011 3.8098 0.32
H 8.0791 -0.4552 3.2008 0.19
C -1.0321 4.0244 4.7250 -0.61
O -2.0115 2.9946 4.6002 -0.34
C -1.5329 1.8301 4.1308 0.84
O -0.3871 1.6061 3.8238 -0.53
O -2.5538 0.9576 4.0622 -0.33
C -2.1886 -0.3328 3.5757 -0.60
H -1.5302 4.9148 5.1108 0.21
H -0.2524 3.7317 5.4319 0.31
H -0.6006 4.2655 3.7506 0.28
H -1.4562 -0.8012 4.2371 0.29
H -1.8014 -0.2651 2.5562 0.26
H -3.0871 -0.9512 3.5630 0.22
C -10.5867 3.3326 -2.2663 -0.60
O -11.7526 2.5139 -2.3440 -0.30
C -11.5505 1.2325 -1.9927 0.79
O -10.5023 0.7521 -1.6341 -0.53
O -12.7194 0.5790 -2.1105 -0.31
C -12.6537 -0.8038 -1.7670 -0.62
H -10.8669 4.3417 -2.5711 0.22
H -10.2116 3.3731 -1.2411 0.28
H -9.8136 2.9683 -2.9468 0.28
H -12.3609 -0.9280 -0.7218 0.29
H -11.9629 -1.3327 -2.4275 0.29
H -13.6499 -1.2279 -1.8988 0.22
C -1.7018 8.4059 0.4256 -0.62
O -2.8678 7.5878 0.3520 -0.33
C -2.6650 6.3059 0.7031 0.80
O -1.6137 5.8259 1.0585 -0.54
O -3.8356 5.6539 0.5886 -0.31
C -3.7722 4.2709 0.9311 -0.50
H -1.9826 9.4150 0.1214 0.22
H -1.3233 8.4466 1.4496 0.29
H -0.9310 8.0412 -0.2573 0.29
H -3.4768 4.1456 1.9757 0.20
H -3.0839 3.7412 0.2683 0.24
H -4.7688 3.8471 0.8019 0.24
C 8.0554 -3.9942 1.8571 -0.48
O 9.3215 -4.6002 1.6031 -0.31
C 10.2035 -4.4757 2.6097 0.79
O 10.0063 -3.9141 3.6603 -0.54
O 11.3438 -5.0857 2.2421 -0.32
C 12.3782 -5.0320 3.2227 -0.62
H 7.4250 -4.1553 0.9816 0.23
H 7.5718 -4.4584 2.7197 0.29
H 8.1663 -2.9180 2.0086 0.16
H 12.0667 -5.5372 4.1399 0.29
H 12.6612 -3.9971 3.4284 0.29
H 13.2473 -5.5537 2.8198 0.22
```

Computed properties:
Highest occupied orbital energy in Ha: -0.311
E in Ha: -5907.9391